Record 1
Computed, not measured: a molecular structure, C22H41BBaN6O4Si, with ωB97M-V/def2-TZVPD.

## Properties
**LUMO level (alpha / beta)**: -9.11 / -10.38 eV
**2S+1**: 1
**Highest occupied orbital energy (alpha / beta)**: -13.537 / -13.546 eV
**Kohn-Sham gap (alpha / beta)**: 4.43 / 3.16 eV
**Total charge**: +2

Element x y z (Å)
C  3.16  -0.54  -2.64
N  1.87  -0.41  -3.04
N  1.92  0.13  -4.33
C  3.20  0.27  -4.72
C  4.03  -0.12  -3.67
B  0.73  0.35  -5.32
N  -0.25  -0.82  -5.08
N  -0.61  -1.25  -3.82
C  -1.48  -2.27  -4.01
C  -1.61  -2.55  -5.38
C  -0.80  -1.62  -6.02
Ba  0.38  -1.63  -0.93
N  0.06  1.77  -5.25
N  -0.40  2.22  -4.03
C  -0.88  3.46  -4.21
C  -0.75  3.83  -5.57
C  -0.15  2.73  -6.20
H  -1.28  4.05  -3.40
H  0.15  2.56  -7.22
H  -1.05  4.76  -6.02
H  1.14  0.27  -6.45
H  -0.56  -1.50  -7.07
H  3.43  0.62  -5.72
H  -2.20  -3.32  -5.84
H  5.10  -0.10  -3.67
H  -1.99  -2.75  -3.18
H  3.44  -0.92  -1.66
H  -2.12  -1.82  -1.29
C  -1.97  -2.77  -0.72
H  -2.85  -3.40  -0.92
H  -1.07  -3.34  -1.05
H  -1.91  -2.57  0.36
C  -1.94  -3.07  3.03
C  -2.22  -1.64  3.47
C  -3.27  -0.95  2.59
C  -2.73  -1.70  4.91
O  -0.98  -0.90  3.47
Si  -0.10  -0.24  2.24
O  -0.74  -0.31  0.78
O  0.28  1.24  2.85
C  -0.55  2.32  3.33
C  -1.52  2.78  2.25
C  -1.26  1.89  4.60
C  0.38  3.46  3.74
O  1.38  -1.06  2.08
C  2.69  -0.41  1.93
C  2.64  0.69  0.87
C  3.08  0.19  3.27
C  3.65  -1.55  1.57
H  -2.87  -3.66  3.10
H  -1.20  -3.52  3.71
H  -1.56  -3.14  2.01
H  -4.12  -1.63  2.48
H  -3.64  -0.03  3.07
H  -2.89  -0.70  1.60
H  -1.99  -2.20  5.54
H  -2.92  -0.70  5.31
H  -3.67  -2.27  4.94
H  -2.17  1.97  1.90
H  -2.14  3.59  2.66
H  -0.97  3.18  1.39
H  -0.52  1.61  5.36
H  -1.86  2.73  4.98
H  -1.91  1.02  4.44
H  1.04  3.13  4.55
H  0.98  3.82  2.90
H  -0.22  4.30  4.11
H  1.87  1.42  1.14
H  3.60  1.21  0.81
H  2.41  0.31  -0.14
H  3.01  -0.55  4.07
H  4.12  0.55  3.22
H  2.43  1.04  3.51
H  3.65  -2.32  2.35
H  3.40  -2.04  0.61
H  4.68  -1.18  1.47

Charges in e, computed with Löwdin, in the same order as the atoms: -0.191 -0.104 -0.031 -0.061 -0.047 -0.486 -0.043 -0.036 -0.171 -0.044 -0.059 1.993 0.029 0.170 -0.061 0.091 0.063 0.126 0.154 0.133 0.120 0.127 0.126 0.097 0.102 0.069 0.077 0.018 -0.222 0.079 -0.046 -0.013 0.003 -0.606 -0.016 -0.012 -0.013 0.054 -0.505 -0.009 -0.587 0.003 0.014 -0.012 -0.152 -0.617 -0.022 -0.014 -0.015 0.116 0.110 0.058 0.107 0.098 0.064 0.104 0.087 0.109 0.084 0.110 0.104 0.116 0.120 0.065 0.102 0.101 0.108 0.081 0.118 0.027 0.107 0.107 0.075 0.103 0.064 0.105

---

Record 2
Computed, not measured: a gas-phase ion, C8H17N4OS (charge +1), with ωB97M-V/def2-TZVPD.

## Properties
**SMILES**: COCCCc1nn[nH][n+]1CCCS
**LUMO level**: -4.19 eV
**2S+1**: 1
**Highest occupied orbital energy**: -12.525 eV
**Kohn-Sham gap**: 8.33 eV
**Energy relative to the best compared isomer or geometry (same formula, charge and spin)**: 1.090 eV
**Total charge**: +1

Element x y z (Å)
C  -3.29  1.73  0.24
O  -2.69  0.46  0.00
C  -2.47  0.18  -1.36
C  -1.59  -1.06  -1.40
C  -0.15  -0.70  -0.94
C  0.36  -1.68  0.05
N  0.06  -3.00  0.05
N  0.68  -3.56  1.04
N  1.34  -2.65  1.67
N  1.19  -1.45  1.09
C  1.85  -0.28  1.71
C  1.75  1.02  0.96
C  2.50  1.04  -0.38
S  1.73  2.20  -1.55
H  -3.00  2.46  -0.51
H  -2.97  2.09  1.21
H  -4.38  1.64  0.24
H  -1.97  1.03  -1.84
H  -3.41  -0.03  -1.88
H  -2.04  -1.77  -0.72
H  -1.60  -1.51  -2.39
H  0.52  -0.72  -1.80
H  -0.19  0.30  -0.52
H  1.89  -2.83  2.50
H  2.90  -0.55  1.83
H  1.44  -0.18  2.71
H  2.23  1.76  1.61
H  0.73  1.36  0.85
H  2.50  0.07  -0.86
H  3.53  1.35  -0.23
H  2.54  3.26  -1.40

Charges in e, computed with natural (NBO), in the same order as the atoms: -0.251 -0.561 -0.059 -0.407 -0.483 0.438 -0.219 0.090 -0.123 -0.116 -0.229 -0.440 -0.534 -0.029 0.175 0.191 0.186 0.169 0.191 0.233 0.234 0.263 0.254 0.453 0.231 0.243 0.252 0.237 0.210 0.248 0.152

---

Record 3
Computed, not measured: a molecular structure, C30H25N2OS2SbSe4Tc, with ωB97M-V/def2-TZVPD.

## Properties
**LUMO level**: -4.94 eV
**2S+1**: 1
**Highest occupied orbital energy**: -10.933 eV
**Kohn-Sham gap**: 6.00 eV
**Energy relative to the best compared isomer or geometry (same formula, charge and spin)**: 0.009 eV
**Total charge**: +1

Element x y z (Å)
Tc  2.57  0.82  0.36
C  -0.99  1.38  2.95
C  0.30  0.86  2.41
N  0.85  1.41  1.34
N  0.11  2.46  0.81
C  0.77  3.20  0.01
S  2.49  2.96  -0.28
S  0.06  4.52  -0.86
C  -1.69  4.29  -0.45
C  -2.32  3.00  -0.92
C  -2.01  2.42  -2.14
C  -2.65  1.26  -2.56
C  -3.62  0.68  -1.76
C  -3.94  1.25  -0.54
C  -3.29  2.40  -0.12
C  0.93  -0.25  3.08
C  0.19  -0.98  4.04
C  0.74  -2.02  4.73
C  2.09  -2.35  4.53
C  2.84  -1.66  3.62
C  2.27  -0.61  2.88
O  3.08  -0.05  1.98
H  -1.23  2.35  2.55
H  -0.95  1.43  4.04
H  -1.79  0.68  2.67
H  -2.17  5.15  -0.94
H  -1.81  4.41  0.62
H  -1.25  2.87  -2.78
H  -2.39  0.82  -3.51
H  -4.13  -0.22  -2.09
H  -4.70  0.80  0.09
H  -3.54  2.84  0.84
H  -0.85  -0.73  4.21
H  0.14  -2.58  5.44
H  2.54  -3.17  5.08
H  3.88  -1.90  3.43
Se  6.71  -2.31  3.39
Sb  6.84  -1.31  1.31
Se  5.08  1.31  0.33
Se  4.36  -0.33  -1.07
Se  4.77  -2.35  0.05
C  -1.34  -1.17  -5.29
C  -0.54  -0.04  -5.41
C  0.33  0.30  -4.39
C  0.40  -0.47  -3.23
C  -0.40  -1.61  -3.12
C  -1.26  -1.95  -4.15
C  1.36  -0.04  -2.20
C  1.38  -0.31  -0.88
C  0.43  -1.17  -0.12
C  -0.90  -0.79  0.04
C  -1.77  -1.61  0.74
C  -1.32  -2.81  1.29
C  0.00  -3.18  1.14
C  0.88  -2.36  0.45
H  -2.02  -1.44  -6.10
H  -0.59  0.57  -6.31
H  0.96  1.17  -4.49
H  -0.33  -2.25  -2.25
H  -1.87  -2.85  -4.07
H  2.13  0.62  -2.59
H  -1.25  0.14  -0.39
H  -2.81  -1.32  0.84
H  -2.01  -3.45  1.82
H  0.36  -4.11  1.57
H  1.92  -2.65  0.34

Charges in e, computed with natural (NBO), in the same order as the atoms: 0.499 -0.696 0.411 -0.319 -0.352 -0.086 0.212 0.357 -0.541 -0.042 -0.179 -0.215 -0.221 -0.202 -0.221 -0.152 -0.150 -0.224 -0.141 -0.250 0.347 -0.584 0.265 0.246 0.258 0.254 0.240 0.213 0.227 0.224 0.219 0.213 0.225 0.232 0.232 0.243 -0.457 0.849 0.046 0.344 -0.274 -0.197 -0.215 -0.200 -0.018 -0.211 -0.195 -0.201 -0.141 -0.156 -0.141 -0.236 -0.190 -0.205 -0.204 0.227 0.227 0.213 0.224 0.224 0.212 0.232 0.225 0.225 0.227 0.222